[1]
C5H14BrNO | ωB97M-V/def2-TZVPD

Lowest unoccupied orbital energy = -0.0094 Eh
E_HOMO = -0.2511 Eh
Frontier orbital gap = 0.242 hartree
Energy relative to the best compared isomer or geometry (same formula, charge and spin) = 17.86 kcal/mol

Positions of all 22 atoms, in Å:
1 H -4.959 7.348 -10.832
2 H -1.511 7.450 -12.188
3 N -3.378 6.702 -12.080
4 O -3.450 3.764 -11.161
5 C -2.475 4.252 -12.060
6 C -3.037 5.459 -12.855
7 H -2.227 3.478 -12.790
8 H -2.547 8.298 -11.028
9 H -1.583 4.457 -11.471
10 H -4.086 5.930 -10.285
11 H -4.404 8.445 -12.501
12 H -5.291 5.767 -11.625
13 C -3.925 7.675 -13.092
14 C -4.543 6.391 -11.153
15 Br -4.891 10.552 -10.866
16 H -3.112 8.157 -13.628
17 C -2.193 7.319 -11.346
18 H -1.760 6.599 -10.664
19 H -2.290 5.703 -13.618
20 H -3.911 2.971 -11.443
21 H -3.896 5.184 -13.464
22 H -4.700 7.174 -13.663

Results of the Mulliken charge analysis, in e, for atoms 1 through 5:
1 H 0.37
2 H 0.35
3 N -0.06
4 O -0.49
5 C -0.58

***

[2]
C2H6NO2P | ωB97M-V/def2-TZVPD

Lowest unoccupied orbital energy (alpha / beta) = 0.0315 / -0.0838 Eh
E_HOMO (alpha / beta) = -0.1845 / -0.3344 Eh
Frontier orbital gap (alpha / beta) = 0.216 / 0.251 hartree
Energy relative to the best compared isomer or geometry (same formula, charge and spin) = 69.17 kcal/mol
2S+1 = 3

Positions of all 12 atoms, in Å:
1 C -2.025 1.135 -0.002
2 C 1.526 0.274 0.011
3 O 1.896 1.391 -0.153
4 H -0.190 -1.589 0.089
5 N 2.195 -0.826 0.251
6 H 3.196 -0.765 0.360
7 P -0.574 -0.183 -0.205
8 H -0.932 -0.522 -1.520
9 H -2.858 1.022 -0.688
10 H 1.708 -1.697 0.403
11 O -1.842 -0.185 0.747
12 H -2.101 1.945 0.707

Results of the Mulliken charge analysis, in e, for atoms 1 through 5:
1 C -0.41
2 C 0.43
3 O -0.52
4 H -0.02
5 N -0.38

***

[3]
C20H20CrN3O4PS2 | ωB97M-V/def2-TZVPD

Lowest unoccupied orbital energy (alpha / beta) = 0.0791 / 0.0741 Eh
Charge = -1
E_HOMO (alpha / beta) = -0.0918 / -0.1881 Eh
Frontier orbital gap (alpha / beta) = 0.171 / 0.262 hartree
2S+1 = 6

Positions of all 51 atoms, in Å:
1 N 0.790 -0.775 -1.573
2 C 4.505 3.335 -0.220
3 H 1.050 4.913 4.396
4 C 1.871 -2.446 -3.489
5 C -1.828 -0.613 3.832
6 C -2.300 0.551 4.363
7 H 1.229 0.803 -2.806
8 C 1.160 3.913 2.503
9 H -1.467 2.579 1.775
10 O 0.134 -6.445 1.353
11 H 2.201 -0.618 -4.605
12 H 5.126 2.829 -0.963
13 H 2.698 4.575 3.851
14 C 0.279 -3.865 0.370
15 H 1.122 2.896 2.901
16 C 4.862 4.799 -0.097
17 H 0.660 -4.702 -0.195
18 C -0.343 -5.607 2.143
19 H -1.212 -3.368 3.348
20 N -1.105 0.562 1.837
21 P 2.024 2.688 0.341
22 Cr -0.019 0.324 0.053
23 C -0.737 -1.787 1.906
24 C -0.783 -3.112 2.388
25 C 1.279 -0.275 -2.713
26 C -1.585 1.690 2.384
27 O 3.148 3.199 -0.679
28 H 5.891 4.906 0.248
29 H -2.556 2.696 3.987
30 H 4.201 5.285 0.619
31 S 2.472 1.022 1.268
32 H 2.293 -3.102 -4.240
33 C 1.822 -1.070 -3.700
34 O -0.857 -5.763 3.264
35 H 1.414 -4.030 -2.112
36 C -2.184 1.753 3.614
37 C -1.231 -0.620 2.551
38 C 1.384 -2.970 -2.311
39 H 4.628 2.808 0.729
40 H 0.156 4.193 2.179
41 H 1.772 5.887 3.108
42 C 1.705 4.882 3.525
43 S 0.310 2.664 -0.704
44 H -2.758 0.555 5.343
45 H -1.901 -1.542 4.379
46 N -0.184 -1.552 0.685
47 O 2.019 3.939 1.355
48 C -0.286 -4.146 1.638
49 C 0.844 -2.110 -1.356
50 H 4.765 5.303 -1.058
51 C 0.305 -2.567 -0.064

Results of the Mulliken charge analysis, in e, for atoms 1 through 5:
1 N 0.43
2 C -0.30
3 H 0.42
4 C -0.32
5 C -0.66

***

[4]
C9H22BrHfO6S | ωB97M-V/def2-TZVPD

Lowest unoccupied orbital energy = -0.5574 Eh
Charge = +3
E_HOMO = -0.6060 Eh
Frontier orbital gap = 0.049 hartree
Energy relative to the best compared isomer or geometry (same formula, charge and spin) = 236.03 kcal/mol

Positions of all 40 atoms, in Å:
1 H -11.084 -22.636 4.193
2 H -5.717 -15.828 2.312
3 C -15.153 -24.103 4.386
4 Hf -14.689 -18.572 5.377
5 C -16.900 -22.990 3.477
6 H -14.035 -23.707 2.559
7 H -15.032 -24.451 5.412
8 O -2.639 -17.641 0.472
9 H -11.559 -23.886 3.088
10 H -13.564 -25.013 3.495
11 H -3.138 -15.044 2.933
12 H -10.933 -27.167 5.611
13 H -17.257 -22.006 3.172
14 O -13.045 -22.846 4.209
15 H -12.572 -27.493 5.094
16 O -1.996 -18.076 2.884
17 C -6.026 -17.122 0.510
18 C -11.803 -23.444 4.054
19 O -15.685 -22.787 4.258
20 H -15.625 -25.005 3.996
21 O -4.319 -17.239 2.255
22 H -5.352 -17.811 0.000
23 H -10.293 -24.663 5.129
24 S -2.698 -17.290 1.880
25 H -16.690 -23.466 2.519
26 C -5.154 -16.277 1.494
27 H -6.701 -17.813 1.015
28 H -1.363 -15.405 2.671
29 H -4.565 -15.615 0.859
30 C -13.867 -23.972 3.603
31 O -12.222 -25.384 5.584
32 H -2.436 -14.850 1.306
33 C -11.831 -26.701 5.205
34 H -11.319 -23.693 6.167
35 H -11.538 -26.602 4.159
36 C -11.319 -24.328 5.282
37 H -17.763 -23.371 4.024
38 C -2.367 -15.395 2.247
39 H -6.650 -16.615 -0.225
40 Br -10.288 -17.200 5.238

Results of the Mulliken charge analysis, in e, for atoms 1 through 5:
1 H 0.38
2 H 0.37
3 C -0.76
4 Hf 1.39
5 C -0.79

***

[5]
C16H23BaN4O5S | ωB97M-V/def2-TZVPD

Lowest unoccupied orbital energy = -0.0807 Eh
Charge = +1
E_HOMO = -0.3800 Eh
Frontier orbital gap = 0.299 hartree
Energy relative to the best compared isomer or geometry (same formula, charge and spin) = 22.50 kcal/mol

Positions of all 50 atoms, in Å:
1 N -0.237 2.907 1.558
2 H -7.855 2.717 5.283
3 H -5.346 0.110 5.500
4 O -1.440 -0.226 -2.149
5 H 1.968 -1.242 -2.330
6 C -5.172 2.388 2.387
7 H 1.602 3.544 2.218
8 H -0.076 -1.153 -3.400
9 C -4.305 1.314 2.528
10 C -1.566 2.926 1.792
11 H -1.704 0.956 -3.838
12 O -2.146 0.037 1.792
13 O -3.747 0.507 0.042
14 H -5.095 3.032 1.521
15 N -7.095 2.094 5.489
16 H 2.185 1.061 -2.796
17 O 2.101 0.976 -0.707
18 C 0.021 4.202 3.535
19 N -2.341 2.319 0.855
20 C -0.279 -2.193 -1.493
21 N -2.149 3.523 2.832
22 H 3.549 1.820 -1.937
23 C -6.109 2.639 3.363
24 H 2.759 -0.479 0.536
25 H 0.653 4.725 4.236
26 H -7.285 1.387 6.177
27 H -2.860 1.179 -2.481
28 H 3.758 -0.258 -0.913
29 H 1.949 2.593 -1.923
30 H 2.489 -2.357 -1.052
31 C 2.471 1.639 -1.913
32 H -1.850 4.629 4.527
33 H -6.783 3.480 3.263
34 C -1.358 4.147 3.690
35 O 0.661 -1.443 -0.734
36 C -5.300 0.745 4.624
37 H 0.172 -3.126 -1.848
38 H -1.607 -2.017 -3.164
39 C -2.293 0.455 -3.064
40 C 2.729 -0.287 -0.539
41 S -3.144 0.999 1.259
42 H -2.988 -0.246 -3.529
43 Ba -0.639 0.753 0.128
44 C -6.192 1.819 4.501
45 C 1.983 -1.405 -1.247
46 H -3.671 -0.329 3.738
47 C -0.849 -1.406 -2.661
48 C 0.539 3.552 2.429
49 C -4.365 0.496 3.643
50 H -1.083 -2.446 -0.798

Results of the Mulliken charge analysis, in e, for atoms 1 through 5:
1 N -0.51
2 H 0.22
3 H 0.30
4 O -0.11
5 H 0.35

***

[6]
C28H21O7S3 | ωB97M-V/def2-TZVPD

Lowest unoccupied orbital energy = 0.0538 Eh
Charge = -1
E_HOMO = -0.1411 Eh
Frontier orbital gap = 0.195 hartree

Positions of all 59 atoms, in Å:
1 C 0.206 1.025 1.269
2 H -0.526 -3.250 3.246
3 O -1.582 -5.188 -1.928
4 H -2.882 -1.734 -2.313
5 C 3.610 2.472 1.547
6 S -2.330 -4.228 -1.151
7 H 6.771 2.300 -0.708
8 S -0.662 -2.329 0.438
9 H -3.160 -6.681 3.066
10 H -3.636 4.758 1.156
11 C -2.817 -5.661 1.209
12 H 0.791 -1.542 -2.520
13 C -1.812 2.112 2.330
14 O 1.229 3.273 -0.695
15 H 0.779 2.451 -4.160
16 O -3.736 -4.003 -1.409
17 C 0.918 0.387 -3.493
18 H -0.896 2.164 -0.923
19 H 7.037 2.467 1.802
20 O 0.774 -2.400 0.259
21 C -1.152 1.616 -3.668
22 H 1.954 0.235 -3.786
23 O 0.653 0.626 2.350
24 C -1.853 -1.631 -1.949
25 C -1.788 -5.028 3.309
26 C 5.910 2.353 -0.047
27 O 2.391 1.480 -1.995
28 C 6.046 2.470 1.341
29 C -1.302 -3.771 1.320
30 C 3.493 2.271 0.160
31 C 4.887 2.580 2.123
32 C 4.648 2.253 -0.633
33 H -1.685 2.523 -3.963
34 C -2.634 -5.866 2.575
35 H 4.582 2.077 -1.708
36 C -1.344 2.531 -0.002
37 C 0.928 0.744 0.011
38 H -3.491 -6.281 0.620
39 O -1.274 -1.149 1.001
40 H -1.639 -5.208 4.370
41 C -1.455 -2.650 -1.125
42 C -2.825 3.073 2.277
43 C -1.146 -3.952 2.694
44 C -2.123 -4.620 0.594
45 H -1.621 1.562 3.252
46 H 4.966 2.719 3.202
47 C -1.121 -0.550 -2.558
48 H 2.719 2.478 2.182
49 C 0.258 -0.644 -2.835
50 C -2.947 3.908 1.147
51 S 1.912 1.989 -0.713
52 C 0.236 1.565 -3.826
53 H -3.490 3.214 3.133
54 C -1.053 1.838 1.177
55 C -1.844 0.548 -3.100
56 C -2.169 3.658 0.006
57 H -2.164 4.328 -0.862
58 H -2.941 0.551 -3.032
59 H 1.402 -0.234 -0.066

Results of the Mulliken charge analysis, in e, for atoms 1 through 5:
1 C -0.30
2 H 0.52
3 O -0.68
4 H 0.45
5 C -0.39

***

no.,M (g/mol)
1,184.08
2,107.05
3,513.50
4,516.73
5,520.78
6,565.67